Entry from the OMol25 dataset: 5 unconnected molecules or ions with the total composition C5H19NO4 at a distorted geometry (ωB97M-V/def2-TZVPD).

Computed properties:
SMILES	C=CCCNC.O.O.O.O
relative energy (zero: lowest compared OMol25 entry of this formula, charge and spin)	32.6	kcal/mol
Kohn-Sham gap	9.9	eV
HOMO level	-9.57	eV
E	-557.5798	a.u.
LUMO	0.38	eV

Element x y z (Å)
1 C 1.286 1.794 1.498
2 N 1.193 1.027 0.272
3 C 0.372 1.638 -0.766
4 C 0.142 0.665 -1.926
5 C -0.584 -0.568 -1.460
6 C -1.711 -1.126 -1.842
7 H 2.300 2.111 1.723
8 H 0.860 1.302 2.374
9 H 0.639 2.672 1.504
10 H 0.675 0.190 0.528
11 H 0.912 2.509 -1.120
12 H -0.591 1.986 -0.378
13 H 1.090 0.322 -2.350
14 H -0.440 1.151 -2.707
15 H -0.150 -1.062 -0.590
16 H -2.325 -0.815 -2.686
17 H -2.196 -2.063 -1.565
18 H 2.034 -2.210 0.850
19 H 0.803 -1.731 1.685
20 O 1.447 -2.443 1.596
21 H -0.932 -0.254 2.816
22 H -1.827 -0.595 1.651
23 O -0.884 -0.431 1.870
24 H -3.533 -1.089 0.093
25 H -3.207 0.413 0.322
26 O -3.461 -0.406 0.767
27 H 2.621 -0.300 -0.333
28 H 2.487 -1.496 -1.298
29 O 2.982 -1.191 -0.529